No. 1
Molecular formula: C37H37Ge2N8ORbSe
Method: DFT, ωB97M-V/def2-TZVPD

As for the LUMO energy (spin up / spin down): -2.632 / -3.170 eV. Its total energy is -231968.30748 eV. The spin multiplicity is 2. The total charge is +1.

XYZ file:
```
87
C37H37Ge2N8ORbSe ωB97M-V/def2-TZVPD
Rb 1.105 -0.096 -0.360
Se 7.988 -5.603 0.154
N 7.818 -3.823 0.108
C 6.542 -3.558 0.074
C 6.001 -2.208 0.030
C 6.836 -1.092 0.030
C 6.266 0.160 -0.008
C 4.877 0.251 -0.049
N 4.066 -0.798 -0.056
C 4.613 -2.020 -0.013
C 3.698 -3.186 -0.004
N 2.379 -2.947 -0.039
C 1.559 -3.987 -0.009
C 1.981 -5.313 0.049
C 3.332 -5.567 0.076
C 4.214 -4.487 0.050
C 5.656 -4.688 0.083
N 6.219 -5.864 0.123
H 7.908 -1.231 0.062
H 6.869 1.057 -0.006
H 4.393 1.220 -0.076
H 0.502 -3.757 -0.028
H 1.253 -6.112 0.074
H 3.725 -6.573 0.120
N -5.158 -5.023 -0.908
C -4.530 -4.664 0.235
O -4.892 -5.043 1.330
C -3.355 -3.727 0.102
C -2.866 -3.154 1.269
C -1.797 -2.277 1.186
N -1.201 -1.955 0.039
C -1.675 -2.510 -1.074
C -2.739 -3.397 -1.097
H -5.943 -5.648 -0.827
H -4.912 -4.670 -1.813
H -3.322 -3.397 2.218
H -1.405 -1.809 2.082
H -1.185 -2.234 -2.003
H -3.055 -3.801 -2.048
C -0.431 4.868 0.321
Ge -1.450 3.848 -1.007
C -0.525 3.830 -2.735
C -3.230 4.662 -1.203
Ge -1.896 1.613 -0.160
C -2.306 1.681 1.748
C -3.581 1.476 2.280
C -3.805 1.565 3.647
C -2.761 1.865 4.509
C -1.493 2.097 3.997
C -1.274 2.007 2.631
C -3.288 0.711 -1.189
C -3.439 1.019 -2.543
C -4.410 0.405 -3.320
C -5.257 -0.537 -2.753
C -5.111 -0.871 -1.415
C -4.130 -0.261 -0.647
H -0.152 5.834 -0.101
H 0.473 4.347 0.635
H -1.046 5.049 1.202
H -0.214 4.840 -3.004
H -1.176 3.462 -3.527
H 0.363 3.199 -2.704
H -3.130 5.691 -1.554
H -3.743 4.680 -0.242
H -3.851 4.118 -1.912
H -4.419 1.273 1.628
H -4.801 1.408 4.038
H -2.939 1.937 5.574
H -0.677 2.353 4.660
H -0.282 2.218 2.244
H -2.793 1.759 -3.007
H -4.511 0.669 -4.365
H -6.028 -1.005 -3.352
H -5.763 -1.611 -0.966
H -4.014 -0.566 0.385
C 3.005 4.051 -1.589
C 2.876 3.593 -0.180
N 2.249 2.514 0.238
C 2.373 2.520 1.612
C 3.079 3.606 2.020
N 3.389 4.284 0.866
H 2.854 3.211 -2.263
H 3.993 4.471 -1.780
H 2.259 4.813 -1.822
H 1.970 1.737 2.235
H 3.379 3.952 2.992
H 3.897 5.150 0.801
```

***

No. 2
Molecular formula: C37H37N3P2Pb
Method: DFT, ωB97M-V/def2-TZVPD

As for the LUMO energy: -1.486 eV. Its total energy is -67259.55437 eV.

XYZ file:
```
80
C37H37N3P2Pb ωB97M-V/def2-TZVPD
Pb 1.833 -1.172 0.059
C -2.733 0.151 6.387
C -3.104 0.124 5.103
C -3.351 1.294 4.194
C -2.117 1.877 3.481
C -1.043 2.415 4.378
C -1.185 2.925 5.609
C -2.300 2.708 6.593
C -2.288 1.301 7.232
C 2.664 0.305 1.537
H -2.710 -0.797 6.930
H -3.337 -0.849 4.647
H -3.851 2.124 4.714
H -4.016 0.930 3.389
H -1.668 1.122 2.807
H -2.491 2.690 2.824
H -0.055 2.392 3.915
H -0.391 3.554 6.042
H -3.299 2.960 6.219
H -2.096 3.410 7.418
H -1.255 1.084 7.563
H -2.923 1.343 8.134
H 3.188 -0.334 2.264
H 1.862 0.864 2.036
H 3.368 0.997 1.058
P 0.099 -2.122 -2.157
P 2.210 0.303 -2.708
C -0.423 -0.547 -2.851
C 0.481 0.388 -3.227
C -0.436 -3.296 -3.474
C -1.533 -2.982 -4.285
C -1.923 -3.840 -5.316
C -1.240 -5.041 -5.528
C -0.163 -5.378 -4.698
C 0.254 -4.507 -3.688
C -1.236 -2.236 -0.897
C -1.365 -1.202 0.055
C -2.046 -1.465 1.244
C -2.746 -2.664 1.407
C -2.739 -3.623 0.388
C -1.933 -3.441 -0.738
C 2.891 0.831 -4.381
C 2.605 0.023 -5.502
C 2.920 0.463 -6.789
C 3.558 1.694 -6.976
C 3.894 2.475 -5.866
C 3.574 2.041 -4.574
C 2.325 1.879 -1.757
C 3.486 2.097 -0.990
C 3.583 3.218 -0.163
C 2.541 4.149 -0.114
C 1.391 3.933 -0.877
C 1.271 2.796 -1.682
H -1.506 -0.389 -2.923
H 0.233 1.210 -3.915
H -2.085 -2.058 -4.122
H -2.763 -3.563 -5.955
H -1.548 -5.708 -6.337
H 0.353 -6.328 -4.850
H 1.111 -4.759 -3.062
H -0.914 -0.211 -0.109
H -2.009 -0.741 2.061
H -3.289 -2.843 2.337
H -3.343 -4.526 0.475
H -1.840 -4.227 -1.493
H 2.103 -0.936 -5.361
H 2.662 -0.151 -7.653
H 3.788 2.044 -7.983
H 4.399 3.432 -6.002
H 3.831 2.664 -3.715
H 4.270 1.331 -0.969
H 4.461 3.354 0.471
H 2.623 5.032 0.523
H 0.576 4.655 -0.854
H 0.357 2.623 -2.251
N 0.748 -1.622 2.351
C 0.661 -1.694 3.530
N 0.638 -1.989 4.773
C 0.355 -1.258 5.815
N 0.125 -0.706 6.828
```

***

No. 3
Molecular formula: C37H38BN5O2P2S2Tl
Method: DFT, ωB97M-V/def2-TZVPD

As for the LUMO energy: 2.320 eV. Its total energy is -96153.51644 eV. The total charge is -1.

XYZ file:
```
88
C37H38BN5O2P2S2Tl ωB97M-V/def2-TZVPD
Tl 1.479 0.296 -0.926
C -0.881 1.972 2.509
N 0.540 2.113 2.762
C 1.180 3.212 3.296
C 2.490 2.891 3.351
N 2.657 1.613 2.866
B 4.136 1.001 2.889
N 4.154 -0.453 2.364
C 3.933 -1.548 3.171
C 3.907 -2.649 2.402
N 4.117 -2.222 1.102
C 4.094 -3.084 -0.056
C 4.274 -0.868 1.078
S 4.574 0.069 -0.317
C 1.450 1.132 2.520
S 0.974 -0.385 1.882
H -1.369 2.900 2.803
H -1.289 1.141 3.082
H -1.066 1.763 1.454
H 0.653 4.112 3.559
H 3.335 3.474 3.672
H 4.831 1.712 2.212
H 4.483 0.982 4.059
H 3.791 -1.436 4.231
H 3.737 -3.683 2.643
H 4.751 -3.940 0.104
H 4.441 -2.507 -0.910
H 3.080 -3.438 -0.250
O 1.738 2.732 -0.320
C 0.541 3.096 -0.450
C 0.052 4.445 0.079
C -1.468 4.318 -0.003
C -1.632 3.099 -0.922
O -3.988 2.805 -0.089
N -0.406 2.398 -1.037
H 0.438 5.230 -0.576
H 0.442 4.626 1.080
H -1.961 5.212 -0.392
H -1.882 4.110 0.989
C -5.141 0.034 0.443
P -3.274 0.039 0.438
C -2.820 -1.708 0.112
C -1.623 -2.042 -0.523
C -1.188 -3.358 -0.587
C -1.938 -4.374 -0.011
C -3.117 -4.055 0.648
C -3.546 -2.738 0.716
C -2.920 0.931 -1.122
C -2.539 0.404 -2.292
C -2.244 1.216 -3.468
C -2.300 2.552 -3.415
C -2.548 3.247 -2.149
C -2.937 2.396 -0.942
P -6.007 -0.093 -1.178
C -7.767 0.093 -0.658
C -8.765 -0.326 -1.544
C -10.106 -0.149 -1.251
C -10.486 0.466 -0.062
C -9.511 0.896 0.821
C -8.163 0.710 0.526
C -5.969 -1.912 -1.470
C -6.719 -2.827 -0.730
C -6.631 -4.186 -0.984
C -5.777 -4.655 -1.977
C -5.025 -3.757 -2.719
C -5.133 -2.393 -2.473
H -5.373 1.023 0.837
H -5.509 -0.703 1.160
H -0.999 -1.265 -0.947
H -0.252 -3.583 -1.082
H -1.602 -5.402 -0.066
H -3.707 -4.832 1.117
H -4.460 -2.519 1.251
H -2.491 -0.673 -2.405
H -2.029 0.711 -4.401
H -2.167 3.145 -4.312
H -3.033 4.217 -2.212
H -3.744 3.653 0.297
H -8.481 -0.808 -2.474
H -10.860 -0.488 -1.951
H -11.535 0.606 0.170
H -9.793 1.376 1.750
H -7.420 1.049 1.236
H -7.385 -2.469 0.048
H -7.220 -4.884 -0.401
H -5.697 -5.718 -2.167
H -4.354 -4.116 -3.489
H -4.550 -1.688 -3.056
```

***

No. 4
Molecular formula: C37H38F12GeMoN3O4Se
Method: DFT, ωB97M-V/def2-TZVPD

As for the LUMO energy (spin up / spin down): -3.515 / -3.840 eV. Its total energy is -207971.71024 eV. The spin multiplicity is 3. The total charge is +1.

XYZ file:
```
97
C37H38F12GeMoN3O4Se ωB97M-V/def2-TZVPD
Mo -0.607 1.805 0.330
C -2.377 -1.708 -5.562
C -2.061 -1.215 -4.174
C -1.514 -2.047 -3.207
C -1.314 -1.596 -1.916
C -1.641 -0.298 -1.521
N -1.515 0.056 -0.131
C -2.034 -0.860 0.841
C -2.899 -1.882 0.440
C -3.339 -2.869 1.302
C -2.965 -2.875 2.636
C -3.399 -3.958 3.589
C -2.218 -1.795 3.073
C -1.760 -0.790 2.227
C -1.104 0.417 2.880
O -0.239 1.100 2.033
C -2.216 1.456 3.207
F -3.206 0.994 3.944
F -2.739 1.865 2.003
F -1.722 2.558 3.780
C -0.275 0.116 4.166
F 0.440 -1.006 4.029
F -1.064 -0.016 5.242
F 0.582 1.105 4.414
C -2.056 0.588 -2.530
C -2.291 0.103 -3.813
C -2.223 2.079 -2.256
O -1.280 2.468 -1.308
C -3.638 2.398 -1.711
F -3.759 3.693 -1.393
F -3.862 1.696 -0.591
F -4.583 2.084 -2.595
C -1.893 2.980 -3.482
F -0.755 2.571 -4.057
F -2.861 2.976 -4.406
F -1.709 4.246 -3.098
H -2.531 -2.787 -5.567
H -1.564 -1.485 -6.256
H -3.278 -1.234 -5.949
H -1.261 -3.071 -3.457
H -0.934 -2.279 -1.170
H -3.243 -1.909 -0.581
H -3.991 -3.647 0.920
H -3.718 -4.849 3.049
H -4.236 -3.627 4.207
H -2.586 -4.238 4.260
H -1.998 -1.733 4.130
H -2.670 0.777 -4.570
O 6.210 2.663 -0.148
C 5.631 1.461 -0.605
C 4.137 1.572 -0.494
C 3.323 0.518 -0.870
C 1.955 0.626 -0.716
N 1.394 1.731 -0.209
C 2.170 2.796 0.082
C 3.537 2.743 -0.033
C 1.423 4.014 0.511
C 1.979 5.272 0.561
C 1.167 6.363 0.855
C 1.747 7.758 0.888
O 2.908 7.888 0.100
C -0.178 6.135 1.106
C -0.667 4.846 1.046
N 0.119 3.804 0.750
H 7.168 2.595 -0.190
H 5.959 0.599 -0.014
H 5.887 1.260 -1.651
H 3.735 -0.397 -1.276
H 1.280 -0.162 -1.013
H 4.148 3.589 0.239
H 3.026 5.428 0.342
H 2.048 7.979 1.914
H 0.976 8.482 0.614
H 2.661 7.942 -0.829
H -0.852 6.952 1.329
H -1.712 4.627 1.224
C 2.640 -6.163 -1.001
Ge 1.189 -5.125 -0.230
C -0.437 -5.357 -1.274
C 0.866 -5.603 1.623
C 1.725 -3.228 -0.375
Se 1.248 -2.127 1.170
C 2.947 -2.343 2.087
H 2.419 -7.230 -0.971
H 3.565 -5.991 -0.449
H 2.797 -5.877 -2.043
H -0.754 -6.400 -1.249
H -0.262 -5.082 -2.315
H -1.251 -4.747 -0.875
H 0.299 -6.535 1.668
H 0.294 -4.819 2.117
H 1.802 -5.748 2.165
H 1.268 -2.777 -1.258
H 2.807 -3.158 -0.501
H 3.151 -3.400 2.245
H 2.867 -1.843 3.050
H 3.747 -1.890 1.504
```

***

No. 5
Molecular formula: C37H38IN4O2PSn
Method: DFT, ωB97M-V/def2-TZVPD

As for the LUMO energy: -5.022 eV. Its total energy is -72251.19194 eV. The total charge is +2.

XYZ file:
```
84
C37H38IN4O2PSn ωB97M-V/def2-TZVPD
Sn -0.552 -0.316 0.056
C -0.770 -0.491 4.746
C -0.363 -1.204 3.489
O -0.233 -0.593 2.411
N -0.135 -2.513 3.572
C 0.425 -3.260 2.458
C -0.615 -3.707 1.459
C -1.291 -4.906 1.633
C -2.219 -5.310 0.689
C -2.440 -4.502 -0.414
C -1.739 -3.315 -0.503
N -0.844 -2.912 0.405
H -0.999 0.545 4.518
H 0.039 -0.528 5.476
H -1.645 -0.966 5.192
H -0.266 -2.969 4.461
H 0.964 -4.119 2.852
H 1.137 -2.615 1.953
H -1.084 -5.522 2.499
H -2.758 -6.240 0.809
H -3.139 -4.784 -1.188
H -1.897 -2.647 -1.341
C -3.573 0.964 -2.211
C -2.485 1.312 -3.227
C -1.841 2.664 -2.938
C -1.428 0.205 -3.417
C -0.856 0.257 -4.836
O 0.564 0.169 -4.647
C 0.818 0.218 -3.339
N -0.203 0.261 -2.554
C 2.283 0.230 -3.067
C 3.089 0.381 -4.202
C 4.469 0.393 -4.120
C 5.088 0.254 -2.890
C 4.310 0.111 -1.756
C 2.918 0.095 -1.821
P 2.131 -0.152 -0.198
C 2.613 1.294 0.785
C 3.127 2.450 0.200
C 3.451 3.542 0.995
C 3.259 3.488 2.367
C 2.715 2.349 2.950
C 2.383 1.259 2.163
C 3.048 -1.595 0.414
C 3.995 -1.547 1.431
C 4.668 -2.707 1.799
C 4.408 -3.905 1.149
C 3.473 -3.952 0.120
C 2.790 -2.803 -0.241
H -4.344 1.736 -2.205
H -3.182 0.895 -1.196
H -4.057 0.017 -2.458
H -2.987 1.377 -4.197
H -1.299 2.637 -1.992
H -2.602 3.441 -2.872
H -1.133 2.955 -3.718
H -1.903 -0.764 -3.240
H -1.067 1.204 -5.332
H -1.178 -0.562 -5.473
H 2.623 0.501 -5.167
H 5.056 0.511 -5.021
H 6.167 0.253 -2.811
H 4.797 0.002 -0.794
H 3.280 2.503 -0.870
H 3.860 4.434 0.539
H 3.527 4.335 2.985
H 2.551 2.313 4.019
H 1.942 0.380 2.616
H 4.222 -0.614 1.932
H 5.403 -2.668 2.593
H 4.942 -4.801 1.436
H 3.282 -4.882 -0.401
H 2.064 -2.837 -1.045
I -4.944 3.654 1.303
C -2.896 3.538 0.959
C -2.150 4.663 0.639
C -0.793 4.514 0.392
C -0.235 3.250 0.459
N -0.957 2.168 0.764
C -2.257 2.311 1.020
H -2.618 5.637 0.582
H -0.182 5.369 0.136
H 0.820 3.090 0.267
H -2.807 1.413 1.282
```